C40H111N5O13 | wB97M-V/def2-TZVPD

Last columns: bonded neighbours and bond lengths (Å).
Cartesian coordinates (Å):
1 C -2.05 -12.39 16.92  C2 1.506, H4 1.070, H5 1.103, H6 1.099
2 C -1.22 -13.55 16.46  C1 1.506, O3 1.437, H7 1.122, H8 1.122
3 O 0.15 -13.14 16.46  C2 1.437, H9 0.944
4 H -1.75 -12.18 17.93  C1 1.070
5 H -3.13 -12.63 16.87  C1 1.103
6 H -1.80 -11.46 16.40  C1 1.099
7 H -1.47 -13.83 15.40  C2 1.122
8 H -1.38 -14.40 17.18  C2 1.122
9 H 0.76 -13.72 16.04  O3 0.944
10 C 1.79 -12.20 19.96  C11 1.549, H13 1.099, H14 1.091, H15 1.080
11 C 1.88 -11.03 18.94  C10 1.549, O12 1.420, H16 1.089, H17 1.086
12 O 0.72 -10.81 18.14  C11 1.420, H18 0.967
13 H 2.75 -12.38 20.46  C10 1.099
14 H 1.51 -13.14 19.48  C10 1.091
15 H 1.08 -11.98 20.73  C10 1.080
16 H 2.79 -11.22 18.37  C11 1.089
17 H 2.05 -10.10 19.47  C11 1.086
18 H 0.51 -11.59 17.59  O12 0.967
19 C 1.81 -12.68 24.30  C20 1.537, H22 1.115, H23 1.089, H24 1.089
20 C 0.92 -11.46 24.04  C19 1.537, O21 1.401, H25 1.123, H26 1.092
21 O 1.28 -10.50 25.00  C20 1.401, H27 0.968
22 H 1.76 -12.99 25.37  C19 1.115
23 H 2.86 -12.36 24.22  C19 1.089
24 H 1.66 -13.55 23.67  C19 1.089
25 H -0.18 -11.64 24.22  C20 1.123
26 H 0.94 -11.07 23.02  C20 1.092
27 H 1.40 -9.63 24.59  O21 0.968
28 C -1.97 -3.31 20.80  C29 1.526, H31 1.108, H32 1.099, H33 1.104
29 C -3.31 -4.02 20.87  C28 1.526, O30 1.419, H34 1.134, H35 1.139
30 O -4.42 -3.14 20.75  C29 1.419, H36 0.973
31 H -1.88 -2.73 19.86  C28 1.108
32 H -1.14 -4.04 20.77  C28 1.099
33 H -1.85 -2.58 21.62  C28 1.104
34 H -3.45 -4.65 21.80  C29 1.134
35 H -3.29 -4.73 19.97  C29 1.139
36 H -5.21 -3.70 20.79  O30 0.973
37 C -1.83 -6.12 17.99  C38 1.507, H43 1.083, H44 1.102, H45 1.130
38 C -1.28 -7.50 18.23  C37 1.507, C39 1.497, N42 1.449, H46 1.101
39 C -2.28 -8.59 17.98  C38 1.497, O40 1.418, H47 1.076, H48 1.095
40 O -2.83 -8.37 16.70  C39 1.418, C41 1.437
41 C -4.01 -9.16 16.46  O40 1.437, H49 1.079, H50 1.077, H51 1.105
42 N -0.08 -7.71 17.43  C38 1.449, H52 1.016, H53 1.011
43 H -1.07 -5.40 18.29  C37 1.083
44 H -2.73 -5.88 18.58  C37 1.102
45 H -2.09 -5.89 16.91  C37 1.130
46 H -1.01 -7.50 19.29  C38 1.101
47 H -3.04 -8.52 18.74  C39 1.076
48 H -1.87 -9.59 18.13  C39 1.095
49 H -3.68 -10.19 16.40  C41 1.079
50 H -4.46 -8.88 15.53  C41 1.077
51 H -4.74 -9.12 17.29  C41 1.105
52 H -0.32 -7.66 16.44  N42 1.016
53 H 0.28 -8.64 17.53  N42 1.011
54 C -6.54 -5.36 23.68  C55 1.553, H60 1.124, H61 1.074, H62 1.131
55 C -6.93 -6.44 22.64  C54 1.553, C56 1.550, N59 1.454, H63 1.095
56 C -7.15 -7.81 23.33  C55 1.550, O57 1.432, H64 1.086, H65 1.076
57 O -6.23 -8.06 24.39  C56 1.432, C58 1.396
58 C -6.37 -9.38 24.82  O57 1.396, H66 1.139, H67 1.091, H68 1.112
59 N -8.05 -5.95 21.84  C55 1.454, H69 0.994, H70 0.998
60 H -5.60 -5.54 24.27  C54 1.124
61 H -7.39 -5.14 24.30  C54 1.074
62 H -6.34 -4.39 23.12  C54 1.131
63 H -6.08 -6.59 21.97  C55 1.095
64 H -7.02 -8.61 22.61  C56 1.086
65 H -8.16 -7.87 23.71  C56 1.076
66 H -7.38 -9.61 25.29  C58 1.139
67 H -5.55 -9.65 25.48  C58 1.091
68 H -6.23 -10.06 23.95  C58 1.112
69 H -8.47 -6.62 21.23  N59 0.994
70 H -8.76 -5.62 22.46  N59 0.998
71 C -1.48 -15.75 20.38  C72 1.537, H77 1.090, H78 1.082, H79 1.106
72 C -3.00 -15.56 20.55  C71 1.537, C73 1.539, N76 1.504, H80 1.062
73 C -3.84 -16.38 19.55  C72 1.539, O74 1.372, H81 1.102, H82 1.097
74 O -3.82 -15.70 18.37  C73 1.372, C75 1.431
75 C -3.81 -16.50 17.18  O74 1.431, H83 1.084, H84 1.090, H85 1.106
76 N -3.36 -15.89 21.97  C72 1.504, H86 1.022, H87 1.026
77 H -1.22 -16.79 20.57  C71 1.090
78 H -0.89 -15.06 20.97  C71 1.082
79 H -1.17 -15.63 19.33  C71 1.106
80 H -3.30 -14.55 20.41  C72 1.062
81 H -4.82 -16.62 20.00  C73 1.102
82 H -3.30 -17.33 19.44  C73 1.097
83 H -3.90 -15.85 16.32  C75 1.084
84 H -4.71 -17.10 17.18  C75 1.090
85 H -2.87 -17.07 17.01  C75 1.106
86 H -3.14 -16.84 22.26  N76 1.022
87 H -4.38 -15.83 22.05  N76 1.026
88 C -2.89 -7.40 25.51  C89 1.490, H94 1.081, H95 1.079, H96 1.086
89 C -1.88 -8.22 24.78  C88 1.490, C90 1.509, N93 1.489, H97 1.086
90 C -0.55 -7.52 24.76  C89 1.509, O91 1.431, H98 1.118, H99 1.094
91 O 0.34 -7.97 23.73  C90 1.431, C92 1.404
92 C -0.04 -7.39 22.51  O91 1.404, H100 1.069, H101 1.097, H102 1.093
93 N -1.72 -9.55 25.41  C89 1.489, H103 1.030, H104 1.016
94 H -3.78 -7.98 25.73  C88 1.081
95 H -3.12 -6.54 24.90  C88 1.079
96 H -2.47 -7.15 26.48  C88 1.086
97 H -2.15 -8.36 23.74  C89 1.086
98 H -0.08 -7.75 25.75  C90 1.118
99 H -0.61 -6.43 24.67  C90 1.094
100 H 0.83 -7.42 21.90  C92 1.069
101 H -0.41 -6.37 22.64  C92 1.097
102 H -0.79 -8.03 22.04  C92 1.093
103 H -2.51 -10.15 25.13  N93 1.030
104 H -0.84 -9.99 25.16  N93 1.016
105 C -2.58 -11.78 20.53  C106 1.507, H111 1.065, H112 1.119, H113 1.063
106 C -3.03 -11.46 21.94  C105 1.507, C107 1.547, N110 1.500, H114 1.099
107 C -3.86 -10.16 21.99  C106 1.547, O108 1.387, H115 1.107, H116 1.076
108 O -3.09 -9.11 21.53  C107 1.387, C109 1.459
109 C -3.62 -7.79 21.86  O108 1.459, H117 1.091, H118 1.112, H119 1.078
110 N -3.80 -12.59 22.56  C106 1.500, H120 1.026, H121 1.045
111 H -1.88 -12.57 20.50  C105 1.065
112 H -2.20 -10.87 20.00  C105 1.119
113 H -3.43 -11.96 19.92  C105 1.063
114 H -2.13 -11.30 22.54  C106 1.099
115 H -4.20 -9.98 23.03  C107 1.107
116 H -4.78 -10.31 21.45  C107 1.076
117 H -2.74 -7.16 21.69  C109 1.091
118 H -3.84 -7.84 22.95  C109 1.112
119 H -4.48 -7.57 21.25  C109 1.078
120 H -3.37 -13.52 22.46  N110 1.026
121 H -4.75 -12.65 22.11  N110 1.045
122 C -5.61 -3.91 18.09  C123 1.525, H126 1.115, H127 1.076, H128 1.059
123 C -6.50 -4.88 18.84  C122 1.525, C124 1.471, O125 1.494, H129 1.099
124 C -5.94 -6.24 18.96  C123 1.471, H130 1.101, H131 1.080, H132 1.101
125 O -6.83 -4.19 20.13  C123 1.494, H133 1.009
126 H -5.48 -4.23 17.03  C122 1.115
127 H -4.66 -3.83 18.59  C122 1.076
128 H -6.06 -2.96 18.18  C122 1.059
129 H -7.39 -5.02 18.21  C123 1.099
130 H -5.04 -6.27 19.59  C124 1.101
131 H -5.60 -6.58 17.99  C124 1.080
132 H -6.65 -7.00 19.32  C124 1.101
133 H -7.51 -4.75 20.63  O125 1.009
134 C -6.78 -13.18 24.13  C135 1.536, H138 1.101, H139 1.118, H140 1.076
135 C -6.20 -14.52 23.68  C134 1.536, C136 1.511, O137 1.478, H141 1.125
136 C -6.89 -15.63 24.44  C135 1.511, H142 1.068, H143 1.106, H144 1.107
137 O -6.38 -14.81 22.24  C135 1.478, H145 0.974
138 H -6.48 -13.01 25.17  C134 1.101
139 H -7.89 -13.19 24.01  C134 1.118
140 H -6.43 -12.33 23.56  C134 1.076
141 H -5.08 -14.47 23.81  C135 1.125
142 H -6.57 -16.61 24.17  C136 1.068
143 H -7.98 -15.57 24.22  C136 1.106
144 H -6.74 -15.31 25.49  C136 1.107
145 H -6.32 -13.91 21.88  O137 0.974
146 C -6.94 -14.30 19.16  C147 1.492, H150 1.075, H151 1.097, H152 1.071
147 C -5.99 -13.17 19.36  C146 1.492, C148 1.528, O149 1.472, H153 1.082
148 C -5.91 -12.15 18.22  C147 1.528, H154 1.101, H155 1.084, H156 1.094
149 O -6.26 -12.40 20.58  C147 1.472, H157 0.958
150 H -7.92 -13.90 18.96  C146 1.075
151 H -7.00 -14.91 20.07  C146 1.097
152 H -6.56 -14.90 18.37  C146 1.071
153 H -4.97 -13.51 19.48  C147 1.082
154 H -6.92 -11.82 17.95  C148 1.101
155 H -5.43 -12.59 17.35  C148 1.084
156 H -5.37 -11.25 18.51  C148 1.094
157 H -7.16 -12.05 20.55  O149 0.958
158 C -1.58 -13.12 27.05  C159 1.522, H162 1.107, H163 1.098, H164 1.102
159 C -2.37 -13.53 25.81  C158 1.522, C160 1.527, O161 1.431, H165 1.065
160 C -2.87 -14.97 25.85  C159 1.527, H166 1.104, H167 1.094, H168 1.052
161 O -3.39 -12.55 25.63  C159 1.431, H169 0.975
162 H -1.24 -12.07 27.01  C158 1.107
163 H -0.70 -13.77 27.18  C158 1.098
164 H -2.18 -13.23 27.96  C158 1.102
165 H -1.65 -13.45 25.03  C159 1.065
166 H -3.17 -15.38 24.87  C160 1.104
167 H -3.75 -15.04 26.49  C160 1.094
168 H -2.11 -15.65 26.14  C160 1.052
169 H -3.75 -12.65 24.73  O161 0.975

## Properties
LUMO level: 0.04 eV
electronic energy: -77344.53664 eV
HOMO energy: -8.630 eV